Record 1
Here is a structure of composition C20H20BrN2O2PdS at a distorted geometry from OMol25. Energies are from ωB97M-V/def2-TZVPD.

Computed properties:
- orbital gap (alpha / beta) (eV) = 6.800 / 5.166
- HOMO level (alpha / beta) (eV) = -10.65 / -10.52
- E_tot (Ha) = -4133.9149

Structure (ORCA input):
```
! RIJCOSX wB97M-V def2-TZVPD def2/J DEFGRID3
* xyz 1 3
Pd 0.055 -0.061 0.281
Br -1.877 -2.935 -6.405
C -1.247 -1.969 -4.907
C -0.271 -0.975 -5.079
C 0.177 -0.269 -3.998
C -0.294 -0.511 -2.678
O 0.173 0.239 -1.737
C -1.269 -1.555 -2.518
C -1.806 -1.992 -1.272
N -1.507 -1.539 -0.103
C -1.953 -2.064 1.116
C -2.532 -3.304 1.274
C -2.846 -3.803 2.548
C -2.610 -3.061 3.671
C -2.074 -1.761 3.554
C -1.877 -0.911 4.665
C -1.392 0.354 4.480
C -1.062 0.763 3.180
N -1.209 -0.009 2.126
C -1.737 -1.258 2.275
C -1.732 -2.244 -3.660
H 0.115 -0.770 -6.068
H 0.923 0.506 -4.110
H -2.546 -2.790 -1.351
H -2.732 -3.925 0.411
H -3.273 -4.793 2.630
H -2.836 -3.459 4.652
H -2.139 -1.272 5.653
H -1.262 1.036 5.308
H -0.684 1.763 3.000
H -2.487 -3.011 -3.542
C 2.060 -3.347 2.929
C 2.551 -1.913 3.076
S 1.790 -0.937 1.729
O 2.468 -1.297 0.462
C 2.345 0.759 2.167
C 3.836 0.934 1.956
H 2.446 -3.965 3.738
H 2.398 -3.767 1.982
H 0.969 -3.389 2.961
H 3.631 -1.829 2.971
H 2.214 -1.451 4.007
H 2.024 0.938 3.195
H 1.770 1.411 1.497
H 4.403 0.306 2.643
H 4.125 1.969 2.123
H 4.101 0.653 0.937
*
```

---

Record 2
Here is a structure of composition C11H34N8NaO9S at a distorted geometry from OMol25. Energies are from ωB97M-V/def2-TZVPD.

Computed properties:
- orbital gap (eV) = 5.707
- HOMO level (eV) = -4.20
- E_tot (Ha) = -2115.4969

Structure (ORCA input):
```
! RIJCOSX wB97M-V def2-TZVPD def2/J DEFGRID3
* xyz -1 1
Na 1.035 0.336 0.109
S 4.336 -0.347 1.036
O 2.844 -0.110 1.182
O 4.507 -1.352 -0.038
O 5.001 0.912 0.641
O 4.811 -0.803 2.360
C -2.268 -1.560 -2.810
C -2.337 -0.093 -2.351
C -3.751 0.428 -2.215
O -4.539 -0.331 -1.316
C -5.819 0.176 -1.215
N -1.476 0.022 -1.190
H -2.652 -1.707 -3.816
H -2.783 -2.174 -2.066
H -1.219 -1.846 -2.764
H -1.875 0.489 -3.159
H -4.196 0.396 -3.228
H -3.721 1.485 -1.898
H -6.302 -0.126 -0.283
H -6.442 -0.251 -2.014
H -5.820 1.268 -1.247
H -1.523 0.946 -0.759
H -1.855 -0.615 -0.495
C 1.048 -0.293 -3.683
C 2.214 -0.669 -2.775
C 3.005 0.521 -2.320
O 2.139 1.458 -1.732
C 2.873 2.567 -1.220
N 1.724 -1.489 -1.634
H 0.577 -1.211 -4.056
H 1.363 0.219 -4.600
H 0.316 0.312 -3.152
H 2.897 -1.288 -3.381
H 3.510 0.942 -3.210
H 3.833 0.192 -1.683
H 2.209 3.205 -0.619
H 3.197 3.213 -2.046
H 3.657 2.217 -0.538
H 1.582 -2.441 -1.948
H 2.510 -1.523 -0.956
C -0.406 2.891 1.897
O -0.250 2.184 0.920
N 0.260 2.640 3.083
N -1.244 4.000 1.891
H 0.297 3.329 3.805
H 0.993 1.948 3.000
H -1.271 4.637 2.659
H -1.827 4.130 1.088
C 2.025 -2.454 4.025
O 1.233 -3.098 4.755
N 3.369 -2.441 4.224
N 1.597 -1.698 2.988
H 3.932 -1.838 3.623
H 3.801 -2.916 4.985
H 0.621 -1.623 2.795
H 2.240 -1.189 2.372
C -1.804 -1.094 2.121
O -0.771 -0.889 1.489
N -2.798 -0.143 2.224
N -2.044 -2.305 2.718
H -2.698 0.732 1.751
H -3.609 -0.342 2.776
H -2.889 -2.495 3.220
H -1.364 -3.042 2.680
*
```

---

Record 3
Here is a structure of composition C26H34ClN6O8PmSTe at a distorted geometry from OMol25. Energies are from ωB97M-V/def2-TZVPD.

Computed properties:
- orbital gap (alpha / beta) (eV) = 4.164 / 4.521
- HOMO level (alpha / beta) (eV) = -5.89 / -6.08
- relative energy (zero: lowest compared OMol25 entry of this formula, charge and spin) (kcal/mol) = 41.16
- E_tot (Ha) = -3676.1712

Structure (ORCA input):
```
! RIJCOSX wB97M-V def2-TZVPD def2/J DEFGRID3
* xyz 0 5
Pm 11.012 8.073 10.879
C 11.066 12.376 12.972
C 11.476 10.986 12.519
N 10.618 10.060 12.203
N 9.268 10.327 12.308
C 8.292 9.479 12.387
N 7.027 10.096 12.532
S 8.474 7.777 12.331
C 12.861 10.606 12.191
C 13.869 11.627 12.254
C 15.195 11.248 12.022
C 15.501 9.854 11.900
C 14.509 8.968 11.712
N 13.138 9.357 11.786
H 11.852 12.815 13.584
H 10.159 12.208 13.695
H 10.810 13.005 12.092
H 9.042 11.318 11.999
H 6.963 10.829 11.848
H 6.234 9.465 12.448
H 13.602 12.673 12.163
H 15.952 12.011 12.025
H 16.545 9.645 11.825
H 14.672 7.878 11.568
O 12.261 4.461 9.795
Cl 12.572 5.339 10.901
O 13.612 4.736 11.657
O 11.277 5.558 11.644
O 12.896 6.672 10.206
C 14.087 9.698 7.071
C 13.493 11.114 7.491
C 12.186 10.710 8.105
O 12.281 9.310 8.545
C 12.995 8.679 7.441
H 14.975 9.489 7.696
H 14.526 9.564 6.099
H 13.329 11.848 6.678
H 14.093 11.581 8.270
H 11.427 10.858 7.379
H 11.897 11.213 9.078
H 12.288 8.501 6.641
H 13.302 7.726 7.900
Te 11.044 7.061 14.409
C 12.990 6.911 15.380
C 14.071 6.407 14.667
C 15.372 6.732 15.110
C 15.509 7.554 16.226
C 14.458 7.896 17.018
C 13.162 7.695 16.503
H 13.861 5.773 13.796
H 16.217 6.415 14.476
H 16.510 7.902 16.397
H 14.682 8.260 18.045
H 12.257 8.130 16.960
C 5.798 7.856 9.033
C 6.708 7.469 7.888
C 7.918 8.358 7.537
C 8.624 7.776 6.302
C 9.724 8.664 5.706
C 7.446 9.835 7.187
O 6.676 10.129 6.270
N 7.673 10.774 8.153
C 8.697 10.739 9.170
O 8.965 11.685 9.863
N 9.291 9.517 9.331
C 9.022 8.420 8.714
O 9.580 7.333 9.057
H 6.263 7.802 9.980
H 4.905 7.181 9.075
H 5.421 8.872 8.828
H 6.094 7.567 6.930
H 6.918 6.399 8.030
H 7.814 7.573 5.542
H 9.081 6.802 6.451
H 9.331 9.191 4.803
H 10.594 8.029 5.388
H 9.978 9.461 6.358
H 7.229 11.695 7.992
*
```

---

Record 4
Here is an isolated molecule of C4H6N2O2 at a distorted geometry from OMol25. Energies are from ωB97M-V/def2-TZVPD.

Computed properties:
- orbital gap (eV) = 10.585
- HOMO level (eV) = -9.93
- relative energy (zero: lowest compared OMol25 entry of this formula, charge and spin) (kcal/mol) = 105.98
- E_tot (Ha) = -415.8717

Structure (ORCA input):
```
! RIJCOSX wB97M-V def2-TZVPD def2/J DEFGRID3
* xyz 0 1
N 2.210 0.514 -0.588
C 1.107 -0.170 0.037
O 1.133 -0.482 1.338
C -0.120 -0.687 -0.909
C -0.866 -1.585 0.070
N -1.437 -0.319 -0.605
C -1.292 0.734 0.446
O -1.082 1.906 0.076
H 1.897 1.350 -1.379
H 2.971 0.651 0.044
H 0.040 -0.924 -1.875
H -1.335 -2.471 -0.419
H -0.605 -1.696 1.223
H -1.765 0.571 1.585
*
```

---

- The highest E_tot belongs to which entry?
  C4H6N2O2

---

- Look up the E_tot of the third one.
  -3676.1712 Ha

---

- The lowest E_tot belongs to which entry?
  C20H20BrN2O2PdS

---

Please write out number 3 again, unchanged.
Here is a structure of composition C26H34ClN6O8PmSTe at a distorted geometry from OMol25. Energies are from ωB97M-V/def2-TZVPD.

Computed properties:
- orbital gap (alpha / beta) (eV) = 4.164 / 4.521
- HOMO level (alpha / beta) (eV) = -5.89 / -6.08
- relative energy (zero: lowest compared OMol25 entry of this formula, charge and spin) (kcal/mol) = 41.16
- E_tot (Ha) = -3676.1712

Structure (ORCA input):
```
! RIJCOSX wB97M-V def2-TZVPD def2/J DEFGRID3
* xyz 0 5
Pm 11.012 8.073 10.879
C 11.066 12.376 12.972
C 11.476 10.986 12.519
N 10.618 10.060 12.203
N 9.268 10.327 12.308
C 8.292 9.479 12.387
N 7.027 10.096 12.532
S 8.474 7.777 12.331
C 12.861 10.606 12.191
C 13.869 11.627 12.254
C 15.195 11.248 12.022
C 15.501 9.854 11.900
C 14.509 8.968 11.712
N 13.138 9.357 11.786
H 11.852 12.815 13.584
H 10.159 12.208 13.695
H 10.810 13.005 12.092
H 9.042 11.318 11.999
H 6.963 10.829 11.848
H 6.234 9.465 12.448
H 13.602 12.673 12.163
H 15.952 12.011 12.025
H 16.545 9.645 11.825
H 14.672 7.878 11.568
O 12.261 4.461 9.795
Cl 12.572 5.339 10.901
O 13.612 4.736 11.657
O 11.277 5.558 11.644
O 12.896 6.672 10.206
C 14.087 9.698 7.071
C 13.493 11.114 7.491
C 12.186 10.710 8.105
O 12.281 9.310 8.545
C 12.995 8.679 7.441
H 14.975 9.489 7.696
H 14.526 9.564 6.099
H 13.329 11.848 6.678
H 14.093 11.581 8.270
H 11.427 10.858 7.379
H 11.897 11.213 9.078
H 12.288 8.501 6.641
H 13.302 7.726 7.900
Te 11.044 7.061 14.409
C 12.990 6.911 15.380
C 14.071 6.407 14.667
C 15.372 6.732 15.110
C 15.509 7.554 16.226
C 14.458 7.896 17.018
C 13.162 7.695 16.503
H 13.861 5.773 13.796
H 16.217 6.415 14.476
H 16.510 7.902 16.397
H 14.682 8.260 18.045
H 12.257 8.130 16.960
C 5.798 7.856 9.033
C 6.708 7.469 7.888
C 7.918 8.358 7.537
C 8.624 7.776 6.302
C 9.724 8.664 5.706
C 7.446 9.835 7.187
O 6.676 10.129 6.270
N 7.673 10.774 8.153
C 8.697 10.739 9.170
O 8.965 11.685 9.863
N 9.291 9.517 9.331
C 9.022 8.420 8.714
O 9.580 7.333 9.057
H 6.263 7.802 9.980
H 4.905 7.181 9.075
H 5.421 8.872 8.828
H 6.094 7.567 6.930
H 6.918 6.399 8.030
H 7.814 7.573 5.542
H 9.081 6.802 6.451
H 9.331 9.191 4.803
H 10.594 8.029 5.388
H 9.978 9.461 6.358
H 7.229 11.695 7.992
*
```